1.
{
  "formula": "CH6N2OS",
  "method": "ωB97M-V/def2-TZVPD",
  "s_squared": 2.007,
  "spin_multiplicity": 3,
  "lumo_energy_ev": [0.8, -1.6],
  "symbols": ["C", "N", "N", "O", "S", "H", "H", "H", "H", "H", "H"],
  "coordinates": [[-0.780938, -1.371775, -1.534176], [0.848255, -0.378100, 1.194551], [-1.009383, 1.092333, 0.824844], [1.225735, 1.737472, -0.313636], [0.343193, 0.628770, -0.040788], [-0.080463, -2.142701, -1.744619], [-0.356429, -0.592586, -2.316211], [1.321749, 0.016718, 2.038761], [1.551351, -1.060273, 0.772754], [-1.550785, 0.241954, 0.677343], [-1.512284, 1.828187, 0.441175]],
  "forces_ev_per_angstrom": [[2.144, 2.089, -3.537], [2.354, -1.387, 0.182], [0.482, -1.487, 1.215], [0.358, 1.259, 0.477], [0.628, -1.072, -0.381], [-0.154, -2.016, 1.184], [-2.328, -0.604, 1.704], [-0.835, 0.142, -0.929], [-1.334, 1.121, 0.637], [-0.498, 0.126, 0.584], [-0.815, 1.829, -1.136]],
  "lowdin_spin": [1.62, 0.01, 0.01, 0.04, 0.08, 0.13, 0.09, 0.00, 0.00, 0.01, 0.00]
}

***

2.
{
  "formula": "CH6N2P",
  "method": "ωB97M-V/def2-TZVPD",
  "lumo_energy_ev": -8.0,
  "charge": 1,
  "symbols": ["C", "N", "N", "P", "H", "H", "H", "H", "H", "H"],
  "coordinates": [[0.823497, -0.097456, 0.117963], [2.130857, 0.047939, -0.088156], [-0.080431, 0.797377, 0.058921], [-3.217734, 0.051650, -0.043513], [0.503878, -1.104400, 0.373868], [2.766325, -0.722950, 0.039530], [2.529793, 0.944741, -0.325612], [0.184903, 1.742504, -0.192530], [-2.805179, -0.735305, 1.051564], [-2.835907, -0.924097, -0.992032]],
  "forces_ev_per_angstrom": [[-0.029, -0.524, 0.084], [0.397, 0.173, -0.061], [-1.875, 0.039, -0.099], [1.459, 0.620, 0.023], [0.148, -0.042, -0.025], [-0.113, 0.058, 0.008], [-0.040, -0.121, 0.039], [0.006, 0.034, -0.034], [-0.005, -0.144, 0.044], [0.051, -0.094, 0.020]],
  "mulliken_charge": [0.16, -0.35, -0.47, 0.39, 0.26, 0.24, 0.21, 0.20, 0.18, 0.18]
}

***

3.
{
  "formula": "CH6N2P2",
  "method": "ωB97M-V/def2-TZVPD",
  "lumo_energy_ev": [-0.4, 0.1],
  "symbols": ["C", "N", "N", "P", "P", "H", "H", "H", "H", "H", "H"],
  "coordinates": [[0.865978, -1.275292, 0.923191], [-1.212008, 1.113761, 0.572238], [-1.118306, 0.916151, -0.702903], [1.699017, -0.339171, -0.305837], [0.291527, 1.190866, -1.494392], [1.229528, -1.240595, 1.914906], [0.169676, -2.075742, 0.807008], [-2.139622, 1.276549, 1.075290], [-1.636085, 0.147508, -1.115538], [2.393571, 0.610071, 0.557242], [-0.028005, 0.082180, -2.294790]],
  "forces_ev_per_angstrom": [[0.415, 0.986, -0.998], [0.072, 1.682, 2.918], [-2.634, -0.996, 0.362], [0.217, -0.027, 0.873], [2.049, -0.418, -0.177], [0.353, 0.439, 0.938], [-0.387, -0.269, -0.729], [0.972, -1.038, -1.842], [-0.789, 0.178, -0.060], [-0.511, -0.618, -0.470], [0.243, 0.081, -0.814]],
  "mulliken_charge": [-0.65, -0.61, 0.09, -0.05, 0.03, 0.28, 0.33, 0.20, 0.28, 0.05, 0.05]
}

***

4.
{
  "formula": "CH6N2S",
  "method": "ωB97M-V/def2-TZVPD",
  "s_squared": 0.755,
  "spin_multiplicity": 2,
  "lumo_energy_ev": [-6.0, -8.4],
  "charge": 1,
  "symbols": ["S", "H", "N", "C", "N", "H", "H", "H", "H", "H"],
  "coordinates": [[-0.807904, 0.409571, 2.577598], [0.152547, 0.947603, 3.420006], [-0.023997, 0.574838, -2.321329], [0.995294, -0.223494, -1.970616], [0.867293, -1.408740, -1.398415], [-0.667536, 0.693879, -1.540101], [0.334851, 1.480690, -2.639099], [2.059917, 0.027968, -2.168438], [-1.205994, -0.201428, 1.457098], [0.294402, -2.018305, -2.011741]],
  "forces_ev_per_angstrom": [[-3.060, 1.157, 2.647], [0.899, -0.978, -2.067], [2.133, 0.657, 1.441], [0.305, -0.461, -0.532], [-0.698, 0.469, -0.512], [-0.926, -0.259, -0.530], [-0.463, -0.153, -0.101], [-0.568, 0.187, -0.295], [2.147, -0.216, -0.613], [0.231, -0.403, 0.561]],
  "lowdin_spin": [0.00, 0.00, 0.07, 0.11, 0.75, 0.00, 0.00, 0.03, 0.00, 0.03]
}

***

5.
{
  "formula": "CH6N2S2",
  "method": "ωB97M-V/def2-TZVPD",
  "lumo_energy_ev": 0.1,
  "symbols": ["S", "S", "H", "H", "N", "C", "N", "H", "H", "H", "H"],
  "coordinates": [[1.145530, -0.550233, -2.283145], [-0.281971, 0.946396, -2.066990], [0.954221, -0.745058, -3.596669], [-1.340651, 0.141722, -2.009561], [0.082379, -1.055877, 1.318681], [-0.343907, 0.251120, 1.467889], [0.383542, 1.200934, 1.887040], [-0.045648, -1.404919, 0.378303], [1.035935, -1.201509, 1.621046], [-1.404018, 0.401439, 1.198749], [-0.185412, 2.015984, 2.084656]],
  "forces_ev_per_angstrom": [[-0.290, 0.267, 0.000], [0.428, -0.095, -0.074], [0.124, -0.055, -0.008], [-0.289, -0.118, 0.058], [0.247, 0.034, -0.164], [-0.485, 0.568, -0.211], [0.088, -0.544, 0.562], [-0.235, -0.216, 0.061], [0.112, 0.189, -0.029], [0.284, -0.202, 0.048], [0.014, 0.173, -0.244]],
  "mulliken_charge": [-0.19, -0.19, 0.18, 0.18, -0.50, 0.05, -0.66, 0.22, 0.29, 0.38, 0.25]
}

***

6.
{
  "formula": "CH6N3",
  "method": "ωB97M-V/def2-TZVPD",
  "lumo_energy_ev": -3.7,
  "charge": 1,
  "symbols": ["C", "N", "N", "N", "H", "H", "H", "H", "H", "H"],
  "coordinates": [[-0.797293, 0.140042, 0.169644], [0.181530, -0.632316, -0.198114], [-2.007359, -0.328974, -0.016313], [1.561973, -0.312159, 0.062482], [-0.767214, 1.223354, 0.822217], [-2.841432, 0.308874, 0.032466], [-2.064679, -1.075306, -0.646603], [1.881491, -0.029037, 1.027431], [1.778628, 0.481416, -0.593318], [1.995039, -1.188220, -0.245530]],
  "forces_ev_per_angstrom": [[1.552, 2.776, 2.641], [-0.606, -0.194, 0.271], [-2.266, 2.298, 0.305], [-0.457, 1.722, -0.478], [0.293, -3.052, -1.950], [1.433, -1.052, 0.023], [-0.390, -1.443, -0.866], [-0.621, -0.536, -0.809], [0.505, -0.997, 0.655], [0.556, 0.478, 0.206]],
  "mulliken_charge": [0.10, -0.57, -0.30, -0.14, 0.23, 0.29, 0.27, 0.39, 0.39, 0.36]
}

***

7.
{
  "formula": "CH6N3",
  "method": "ωB97M-V/def2-TZVPD",
  "lumo_energy_ev": -4.3,
  "charge": 1,
  "symbols": ["C", "N", "N", "N", "H", "H", "H", "H", "H", "H"],
  "coordinates": [[0.195922, 1.151169, -0.255099], [0.243575, 0.932205, 0.954382], [-0.387533, -0.242897, -1.072117], [-0.288052, -1.202777, -0.128311], [0.612716, 1.993025, -0.861274], [0.350145, 1.702891, 1.629435], [-0.081030, -0.476184, -1.990401], [0.420653, -1.926025, -0.234497], [-1.197492, -1.513884, 0.250021], [-0.149166, -0.221587, 1.048483]],
  "forces_ev_per_angstrom": [[0.310, -2.569, -5.012], [-1.352, -0.513, 1.611], [0.713, 4.316, 2.925], [-1.277, -1.013, 1.844], [-1.003, -0.618, 0.638], [0.224, -0.779, -0.168], [0.732, 0.280, -0.570], [-0.209, 0.146, 0.051], [0.607, -0.414, -0.931], [1.255, 1.165, -0.388]],
  "mulliken_charge": [0.03, -0.21, -0.30, -0.46, 0.35, 0.27, 0.28, 0.25, 0.33, 0.45]
}

***

8.
{
  "formula": "CH6N3O",
  "method": "ωB97M-V/def2-TZVPD",
  "lumo_energy_ev": -3.6,
  "charge": 1,
  "symbols": ["C", "N", "N", "N", "O", "H", "H", "H", "H", "H", "H"],
  "coordinates": [[-1.973720, -0.169662, -0.065010], [-2.712956, 0.756717, 0.100609], [2.011406, 0.085295, 0.009675], [-0.993100, -0.919320, 0.010741], [0.796329, 0.699831, -0.311397], [-3.003814, 1.590579, -0.202679], [2.231614, 0.176946, 0.964464], [2.768246, 0.525996, -0.369975], [1.925964, -0.839100, -0.240832], [-1.050922, -1.885359, 0.252884], [0.000953, -0.021922, -0.148476]],
  "forces_ev_per_angstrom": [[-2.102, 2.908, 1.165], [2.812, -5.401, 0.900], [-3.224, 1.100, 1.130], [-0.190, -0.722, -0.212], [0.841, 1.029, -0.125], [-1.712, 3.387, -1.637], [-0.247, -0.175, 2.250], [2.355, 1.627, -2.569], [0.434, -3.010, -0.827], [-0.200, -0.598, -0.141], [1.231, -0.145, 0.067]],
  "mulliken_charge": [0.38, -0.26, -0.11, -0.53, -0.43, 0.27, 0.32, 0.29, 0.34, 0.22, 0.50]
}

***

9.
{
  "formula": "CH6N3OS",
  "method": "ωB97M-V/def2-TZVPD",
  "s_squared": 2.007,
  "spin_multiplicity": 3,
  "lumo_energy_ev": [-3.6, -7.6],
  "charge": 1,
  "symbols": ["C", "N", "N", "N", "O", "S", "H", "H", "H", "H", "H", "H"],
  "coordinates": [[2.357470, -0.815308, -0.082513], [3.318546, -0.471956, 0.426542], [-0.537600, 1.002301, 0.014710], [-0.936076, -0.216886, -0.481263], [1.432296, -1.068896, -0.761417], [-2.576918, -0.837714, 0.239090], [0.073395, -0.655748, -0.470251], [4.109038, -0.867445, 0.972610], [-0.358885, 1.038486, 1.006642], [-1.120178, 1.741468, -0.316346], [-1.320892, -0.086245, -1.484508], [-2.148643, -1.482578, 1.454905]],
  "forces_ev_per_angstrom": [[-2.237, -1.116, -2.308], [5.057, 0.641, 3.383], [-0.097, 2.158, 0.151], [4.296, 0.129, -3.596], [-0.630, -0.511, -0.286], [-4.115, -2.446, 3.833], [-1.802, -0.823, -0.836], [-1.150, 0.733, -0.746], [-0.201, -0.234, 0.197], [-0.321, 0.721, 0.211], [1.480, -0.217, 1.731], [-0.281, 0.965, -1.735]],
  "lowdin_spin": [0.00, 0.00, 0.14, 0.37, 0.01, 1.40, 0.01, 0.00, 0.01, 0.01, 0.01, 0.05]
}

***

10.
{
  "formula": "CH6N3S",
  "method": "ωB97M-V/def2-TZVPD",
  "lumo_energy_ev": 4.0,
  "charge": -1,
  "symbols": ["N", "C", "N", "N", "H", "H", "H", "H", "H", "S", "H"],
  "coordinates": [[-1.017395, 0.740377, 1.736239], [-0.581521, 0.168430, 0.523454], [0.626792, 0.671627, 0.105646], [-1.301703, -0.712684, -0.046619], [-1.965949, 0.452945, 1.926640], [-0.936932, 1.747309, 1.757898], [1.253879, 0.957787, 0.840029], [1.068682, 0.205386, -0.699131], [-0.795944, -1.098857, -0.845987], [1.496933, -1.013370, -2.458438], [2.153158, -2.118951, -2.839731]],
  "forces_ev_per_angstrom": [[-0.065, 0.043, 0.202], [0.058, -0.060, 0.015], [-0.025, 0.251, -0.156], [-0.015, 0.028, -0.043], [-0.009, -0.044, -0.049], [0.070, -0.021, -0.085], [0.001, -0.077, -0.055], [-0.032, -0.079, 0.382], [-0.001, -0.023, 0.013], [-0.011, -0.015, -0.353], [0.028, -0.005, 0.128]],
  "mulliken_charge": [-0.57, 0.53, -0.31, -0.73, 0.28, 0.21, 0.22, 0.03, 0.25, -0.87, -0.03]
}

***

Respective ΔE to the lowest compared entry with this formula, charge and spin values: 0.0; 279.0; 369.0; 367.5; 28.1; 265.8; 370.5; 249.8; 223.3; 27.3 kJ/mol.
Respective calculated total energy values: -624.398289; -492.192622; -833.736913; -548.939447; -947.567242; -205.656192; -205.616294; -280.838215; -678.932492; -604.219799 Ha.